Record 1
Computed, not measured: a 6-piece molecular cluster, C12H36N6O6 overall at a distorted geometry, with the ωB97M-V functional and the def2-TZVPD basis.

Structure (XYZ):
```
60
Properties=species:S:1:pos:R:3:forces:R:3
N 4.349 -2.588 -1.952 0.59 0.69 -0.18
C 3.221 -1.927 -1.586 0.49 0.49 1.41
N 2.101 -2.698 -1.611 -0.59 -0.47 -0.62
O 3.229 -0.783 -1.131 -0.04 -0.63 -0.66
H 4.370 -3.507 -2.344 -0.04 -0.07 0.03
H 5.213 -2.103 -1.773 -0.01 -0.06 -0.27
H 2.250 -3.663 -1.845 -0.27 -0.13 0.16
H 1.424 -2.523 -0.893 -0.18 0.16 -0.03
N 3.114 -0.978 2.125 -0.01 -0.33 -0.40
C 3.608 -0.138 3.090 -0.48 -1.92 0.41
N 2.924 1.023 3.134 0.89 0.67 0.98
O 4.432 -0.527 3.921 -0.24 0.71 -0.57
H 2.492 -0.621 1.425 0.02 0.01 -0.22
H 3.486 -1.901 2.004 0.26 0.18 0.11
H 3.338 1.597 3.857 -0.48 0.51 -0.44
H 2.404 1.382 2.336 0.14 0.20 0.23
N 0.554 -0.030 -0.156 0.58 -0.70 -0.32
C 0.385 1.010 0.666 -0.18 1.53 0.89
N -0.896 1.126 1.121 -0.17 0.32 0.45
O 1.229 1.858 0.998 -0.23 -0.77 -0.75
H 1.423 -0.136 -0.687 -0.24 -0.16 0.40
H -0.198 -0.708 -0.114 0.34 0.10 -0.77
H -1.069 1.913 1.721 0.03 -0.17 0.17
H -1.563 0.375 1.092 0.00 0.01 -0.22
C 2.301 0.621 -4.526 0.06 0.61 0.03
C 0.990 0.918 -3.793 0.60 1.86 0.38
C 0.939 2.273 -3.024 0.52 -1.38 -0.29
O -0.074 1.084 -4.734 0.02 -1.89 0.21
H 3.174 0.723 -3.879 -0.13 -0.11 0.22
H 2.430 1.353 -5.326 -0.04 -0.10 -0.12
H 2.323 -0.386 -4.947 -0.14 0.00 -0.06
H 0.872 0.126 -3.044 -0.66 -0.18 -0.26
H 0.556 3.051 -3.680 0.31 0.07 -0.09
H 1.951 2.464 -2.668 -0.22 0.46 0.33
H 0.227 2.146 -2.210 0.19 0.22 0.19
H -0.187 0.174 -5.046 -0.51 0.37 -0.49
C -3.885 2.504 1.080 0.12 -0.01 -0.80
C -4.440 3.107 2.338 0.22 1.03 0.74
C -3.459 3.103 3.510 0.56 -1.61 0.07
O -4.713 4.490 2.069 -0.52 -0.18 -0.39
H -2.885 2.885 0.876 0.02 -0.11 -0.02
H -4.494 2.764 0.212 -0.14 0.30 0.17
H -3.891 1.413 1.056 0.25 -0.02 0.47
H -5.363 2.571 2.586 -0.05 0.14 0.21
H -2.472 3.487 3.244 -0.14 0.17 -0.35
H -3.298 2.052 3.784 0.11 0.02 0.17
H -3.725 3.611 4.436 -0.60 0.15 -0.26
H -5.216 4.816 2.822 0.05 0.17 -0.04
C -2.061 -3.898 -0.407 0.22 0.38 0.13
C -1.957 -2.796 0.661 0.59 -0.81 -0.25
C -0.635 -2.910 1.411 -0.34 0.56 0.56
O -2.044 -1.515 0.004 -0.30 -0.53 0.46
H -1.344 -3.675 -1.200 -0.15 0.13 -0.14
H -3.075 -3.915 -0.809 0.07 -0.18 -0.19
H -1.781 -4.887 -0.045 -0.29 0.02 0.28
H -2.802 -2.890 1.347 0.10 0.02 0.19
H -0.529 -2.182 2.218 -0.25 0.12 -0.05
H 0.219 -2.719 0.772 0.11 -0.27 -0.30
H -0.545 -3.884 1.890 0.03 -0.10 -0.23
H -2.930 -1.537 -0.377 0.15 0.52 -0.28
```
Forces are in eV/Å.

Calculated values
Orbital gap ... 9.06 eV
Energy relative to the best compared isomer or geometry (same formula, charge and spin) ... 74.2 kJ/mol
Multiplicity ... 1
Structure (SMILES) ... NC(N)=O.NC(N)=O.NC(N)=O.CC(C)O.CC(C)O.CC(C)O
Lowest unoccupied orbital energy ... 0.002 hartree
Molecular weight ... 360.46 g mol⁻¹



Record 2
Computed, not measured: a 7-piece molecular cluster, C12H36NO15 overall at a distorted geometry, with the ωB97M-V functional and the def2-TZVPD basis.

Structure (XYZ):
```
64
Properties=species:S:1:pos:R:3:forces:R:3
N -1.506 1.690 -0.129 -1.33 -0.54 -1.18
O -0.760 2.591 -0.414 1.97 2.38 -0.92
O -1.480 1.199 0.973 0.05 -1.44 2.91
O -2.327 1.270 -0.971 -0.67 -0.43 -0.89
C -5.133 -4.609 0.387 0.32 -0.37 -1.03
C -4.773 -3.153 0.377 -1.72 0.74 1.24
O -4.823 -2.596 -0.926 0.48 -0.69 -0.15
O -4.039 -5.357 -0.049 1.07 -1.30 -0.18
H -5.967 -4.797 -0.289 -0.35 0.34 -0.20
H -5.440 -5.076 1.323 0.21 0.69 0.39
H -3.857 -2.933 0.926 0.22 -0.21 -0.25
H -5.587 -2.703 0.945 -0.07 0.51 0.33
H -4.184 -1.881 -0.972 0.06 0.21 -0.04
H -3.697 -4.993 -0.869 -0.14 0.18 -0.10
C 2.180 -2.981 -3.059 -0.04 1.81 -0.69
C 1.630 -1.531 -3.331 -0.47 -0.28 0.04
O 2.503 -0.476 -2.977 0.32 -0.59 0.36
O 2.995 -3.315 -4.171 0.03 -0.70 -0.49
H 1.375 -3.710 -2.974 -0.17 0.15 0.30
H 2.853 -2.990 -2.201 -0.45 0.12 0.50
H 0.696 -1.301 -2.819 -0.31 -0.65 0.23
H 1.394 -1.383 -4.384 0.24 -0.49 -0.15
H 2.336 -0.424 -2.033 0.50 0.71 0.25
H 2.796 -4.238 -4.345 0.34 -0.01 -0.31
C 4.444 3.442 0.319 -0.54 -0.98 -0.36
C 4.661 1.931 0.583 -1.17 0.04 0.36
O 3.429 1.276 1.057 1.56 0.57 -0.77
O 3.447 3.598 -0.705 1.22 0.50 0.07
H 5.399 3.864 0.006 -0.06 -0.02 -0.67
H 4.215 4.054 1.192 -0.41 -0.37 0.44
H 5.504 1.697 1.234 -0.03 0.37 0.57
H 4.961 1.455 -0.351 -0.57 0.03 -0.21
H 3.131 1.772 1.823 -0.13 0.04 0.23
H 2.551 3.497 -0.377 -0.01 -0.26 0.37
C 0.959 -4.951 3.846 -0.52 0.73 0.05
C 0.472 -3.778 3.020 -0.95 0.23 -0.41
O -0.217 -2.769 3.794 0.50 -0.84 0.50
O 2.054 -4.599 4.656 0.21 -0.11 0.11
H 1.207 -5.798 3.206 0.32 0.19 -0.10
H 0.110 -5.273 4.448 -0.17 -0.11 0.26
H -0.267 -4.218 2.351 0.09 0.08 -0.53
H 1.259 -3.253 2.478 0.26 -0.46 -0.21
H -0.540 -2.111 3.175 0.01 0.16 -0.04
H 1.835 -3.710 4.946 0.24 0.20 0.34
C -1.987 3.244 -5.788 -0.13 -0.02 0.17
C -3.144 2.237 -5.791 0.91 -0.33 0.30
O -3.968 2.457 -4.669 -0.76 0.29 -0.11
O -0.917 2.887 -4.915 -0.24 -0.07 -0.57
H -2.427 4.190 -5.475 -0.07 0.24 0.05
H -1.550 3.426 -6.770 0.06 -0.36 -0.06
H -2.770 1.216 -5.723 0.43 -0.13 -0.19
H -3.731 2.262 -6.709 -0.24 0.45 0.14
H -3.485 2.249 -3.867 0.08 -0.17 0.20
H -1.236 2.848 -4.010 0.00 0.04 0.29
C 0.489 4.706 4.160 1.22 -0.07 -0.26
C 1.713 4.125 4.963 -2.07 0.68 -1.46
O 1.941 2.813 4.471 0.44 0.09 0.79
O -0.711 3.977 4.292 0.15 0.19 0.92
H 0.635 4.660 3.081 1.09 0.33 -0.07
H 0.450 5.765 4.416 -0.83 0.07 0.27
H 1.430 4.102 6.015 0.14 0.06 0.15
H 2.545 4.813 4.818 0.32 -0.31 -0.06
H 1.525 2.295 5.164 0.09 -0.71 -0.40
H -0.599 3.298 3.622 -0.53 -0.39 -0.04
```
Forces are in eV/Å.

Calculated values
Orbital gap ... 7.22 eV
Energy relative to the best compared isomer or geometry (same formula, charge and spin) ... 311.0 kJ/mol
Total charge ... -1
Multiplicity ... 1
Lowest unoccupied orbital energy ... 0.083 hartree
Molecular weight ... 434.41 g mol⁻¹



Record 3
Computed, not measured: C12H36O12 as an isolated structure at a distorted geometry, with the ωB97M-V functional and the def2-TZVPD basis.

Structure (XYZ):
```
60
Properties=species:S:1:pos:R:3:forces:R:3
C -26.830 14.108 -1.822 1.41 0.83 1.62
C -25.715 13.732 -0.781 -2.22 -0.97 -0.21
O -25.215 14.813 -0.048 -0.02 0.76 -0.42
O -27.388 12.935 -2.290 -0.53 -0.57 -0.65
H -26.417 14.725 -2.620 0.46 -0.02 -0.32
H -27.601 14.743 -1.384 0.01 0.08 0.57
H -24.953 13.108 -1.247 -0.33 0.25 -0.26
H -26.113 13.074 -0.008 -0.57 -0.07 -0.41
H -24.644 15.250 -0.683 0.05 0.86 0.27
H -28.102 13.264 -2.842 -0.28 -0.67 -0.28
C -22.371 14.466 -4.151 -0.37 -1.01 0.58
C -20.952 14.048 -3.790 -0.10 0.46 -0.26
O -20.148 15.179 -3.983 1.04 0.82 0.41
O -22.521 14.511 -5.521 -0.15 0.42 -1.67
H -22.625 15.452 -3.762 0.32 0.15 0.16
H -23.132 13.787 -3.764 -0.02 -0.11 -0.28
H -20.566 13.238 -4.408 -0.46 -0.15 -0.20
H -20.839 13.733 -2.752 0.04 0.35 -1.33
H -20.425 15.638 -4.779 -0.02 -0.11 -0.21
H -22.622 13.602 -5.813 0.05 -0.06 -0.27
C -20.639 10.587 -3.505 0.06 1.28 -0.45
C -22.030 11.197 -3.176 -0.07 -2.59 -1.13
O -22.954 10.759 -4.205 -0.09 0.67 -0.46
O -20.114 11.064 -4.776 -0.02 -0.38 1.11
H -20.614 9.497 -3.490 -0.75 -0.25 -0.22
H -19.908 10.793 -2.722 0.15 0.68 -0.10
H -22.182 12.277 -3.187 0.80 -0.69 0.01
H -22.394 10.827 -2.217 0.48 -0.08 -0.46
H -23.020 9.805 -4.287 0.20 -0.09 0.39
H -20.702 10.750 -5.467 -0.21 -0.04 0.00
C -22.899 13.577 -1.244 2.66 -0.32 1.17
C -21.392 13.897 -0.898 -1.65 0.73 0.99
O -21.123 13.995 0.492 -1.63 4.85 -2.08
O -23.049 12.168 -1.060 -0.89 0.98 -0.42
H -23.052 13.938 -2.261 -0.55 -0.67 0.83
H -23.588 14.026 -0.528 1.20 0.45 -0.35
H -21.192 14.830 -1.425 0.35 0.55 0.80
H -20.748 13.188 -1.417 -0.04 -0.65 0.83
H -21.360 13.201 0.977 -0.34 0.21 -0.29
H -22.819 12.058 -0.135 -0.05 0.44 -1.25
C -22.732 11.099 1.281 0.34 0.29 1.05
C -23.832 12.126 1.623 -0.76 0.39 0.77
O -25.136 11.570 1.546 0.42 -1.29 -0.48
O -21.484 11.911 1.119 -3.06 -4.63 1.99
H -22.939 10.624 0.323 -0.15 -0.44 0.36
H -22.584 10.318 2.028 -0.06 0.23 0.16
H -23.735 12.964 0.933 -0.11 0.08 0.35
H -23.746 12.537 2.629 0.73 -0.06 0.10
H -25.844 12.181 1.764 0.43 0.34 0.15
H -20.822 11.319 0.752 0.71 0.05 -0.54
C -17.667 13.479 1.015 2.54 -1.87 -1.25
C -18.903 12.826 0.453 1.18 2.63 0.98
O -19.068 11.443 0.633 0.52 -1.08 -0.53
O -17.452 13.390 2.382 -0.68 0.25 1.81
H -17.495 14.509 0.701 -0.81 0.14 -0.04
H -16.835 12.947 0.555 0.53 -0.05 -0.36
H -18.818 13.082 -0.603 -0.32 -0.61 -0.20
H -19.657 13.495 0.866 0.19 -1.30 -0.17
H -19.282 11.188 1.534 0.51 0.55 0.41
H -16.935 12.620 2.629 -0.07 0.03 -0.31
```
Forces are in eV/Å.

Calculated values
Orbital gap ... 9.10 eV
Energy relative to the best compared isomer or geometry (same formula, charge and spin) ... 613.9 kJ/mol
Multiplicity ... 1
Lowest unoccupied orbital energy ... 0.011 hartree
Molecular weight ... 372.41 g mol⁻¹



Record 4
Computed, not measured: a 6-piece molecular cluster, C12H36O12 overall, with the ωB97M-V functional and the def2-TZVPD basis.

Structure (XYZ):
```
60
Properties=species:S:1:pos:R:3:forces:R:3
O -3.957 -1.027 1.548 0.05 0.00 0.04
C -3.558 -2.381 1.628 0.38 -0.06 -0.21
C -4.454 -3.203 2.520 0.14 -0.39 -0.22
O -4.384 -2.739 3.853 -0.22 0.01 0.31
H -3.978 -0.693 2.455 -0.04 0.00 0.00
H -3.540 -2.798 0.618 -0.18 0.16 -0.03
H -2.521 -2.450 1.999 -0.11 -0.02 0.06
H -4.166 -4.261 2.426 -0.02 0.12 0.14
H -5.497 -3.132 2.209 0.01 0.16 -0.03
H -3.635 -3.145 4.297 0.08 0.07 -0.03
O -1.027 -0.662 -2.107 0.01 0.15 0.08
C -0.811 -0.408 -0.737 0.37 0.06 0.35
C 0.283 -1.281 -0.149 -0.13 -0.25 0.13
O 1.556 -0.950 -0.656 0.37 -0.04 -0.29
H -0.242 -0.329 -2.560 -0.02 -0.11 -0.12
H -0.489 0.639 -0.588 -0.17 -0.06 0.03
H -1.739 -0.556 -0.185 -0.14 -0.06 -0.15
H 0.136 -2.332 -0.415 -0.19 0.12 -0.05
H 0.269 -1.232 0.948 0.00 0.18 0.02
H 1.789 -0.027 -0.470 -0.06 -0.04 0.14
O 2.664 1.545 0.211 -0.21 0.45 0.14
C 2.099 2.818 0.545 0.05 -0.12 -0.48
C 2.345 3.258 1.968 0.18 0.53 -0.07
O 1.784 2.408 2.940 -0.16 -0.04 0.01
H 3.621 1.619 0.286 0.03 -0.15 0.03
H 2.482 3.587 -0.140 0.03 0.01 0.11
H 1.026 2.751 0.343 0.05 -0.19 0.08
H 1.971 4.290 2.063 -0.04 -0.16 0.01
H 3.417 3.326 2.170 0.00 -0.22 0.02
H 0.827 2.496 2.873 0.01 -0.10 0.09
O 1.768 -2.152 -3.234 0.03 -0.27 0.28
C 1.956 -1.075 -4.100 -0.31 0.32 -0.29
C 2.496 -1.568 -5.409 0.22 0.12 -0.29
O 3.828 -2.024 -5.212 -0.01 -0.04 -0.10
H 1.760 -1.806 -2.330 0.00 -0.03 0.11
H 1.001 -0.569 -4.321 0.05 0.05 0.02
H 2.630 -0.319 -3.682 0.09 -0.05 0.00
H 2.484 -0.747 -6.142 -0.07 -0.04 0.11
H 1.847 -2.365 -5.790 0.05 -0.05 0.09
H 4.111 -2.480 -6.009 0.04 -0.02 0.04
O 0.951 1.787 -2.709 -0.03 -0.02 0.13
C 0.054 2.884 -2.771 0.53 0.78 -0.03
C -1.330 2.363 -2.980 -0.45 0.24 -0.12
O -2.131 3.502 -3.302 0.04 -0.16 0.01
H 1.841 2.143 -2.634 0.07 -0.18 0.03
H 0.108 3.510 -1.868 -0.08 -0.22 0.03
H 0.306 3.557 -3.603 -0.06 -0.19 -0.03
H -1.704 1.884 -2.075 0.00 -0.18 -0.08
H -1.301 1.642 -3.803 -0.16 -0.04 0.08
H -3.054 3.237 -3.272 0.00 0.02 -0.02
O -1.620 -0.289 4.808 -0.06 -0.04 0.03
C -0.444 -0.140 4.034 -0.33 0.18 -0.41
C 0.542 -1.240 4.310 0.15 -0.07 0.22
O 0.977 -1.223 5.667 -0.14 0.02 0.10
H -1.348 -0.558 5.693 0.02 0.04 0.01
H -0.745 -0.191 2.983 -0.05 -0.02 0.03
H -0.015 0.861 4.180 0.19 -0.13 0.18
H 1.390 -1.208 3.620 -0.04 0.06 -0.02
H 0.017 -2.190 4.195 0.13 -0.05 -0.10
H 1.356 -0.360 5.864 0.10 -0.01 -0.09
```
Forces are in eV/Å.

Calculated values
Orbital gap ... 9.68 eV
Energy relative to the best compared isomer or geometry (same formula, charge and spin) ... 31.7 kJ/mol
Multiplicity ... 1
Structure (SMILES) ... OCCO.OCCO.OCCO.OCCO.OCCO.OCCO
Lowest unoccupied orbital energy ... 0.007 hartree
Molecular weight ... 372.41 g mol⁻¹